(1)
90
Properties=species:S:1:pos:R:3 method="wB97M-V/def2-TZVPD" orbital_gap_ev="3.1008 / 3.0440" total_charge=-1 homo_energy_ev="-0.48 / -0.43" lumo_ev="2.62 / 2.61"
Bi 0.898 0.105 0.294
N 1.545 -2.906 2.616
N 1.566 -2.252 -1.088
C 2.046 2.274 -0.086
C 3.128 1.358 0.226
C 2.967 0.917 1.588
C 3.794 -0.088 2.308
H 4.532 -0.563 1.630
H 3.167 -0.900 2.740
H 4.358 0.388 3.137
C 1.801 1.561 2.140
C 1.224 1.251 3.465
H 1.594 1.912 4.276
H 1.437 0.199 3.752
H 0.124 1.323 3.439
C 1.218 2.411 1.101
C -0.080 3.122 1.164
H -0.804 2.570 1.793
H -0.562 3.191 0.166
H -0.020 4.144 1.584
C 4.175 0.892 -0.723
H 5.101 1.496 -0.620
H 3.829 0.968 -1.771
H 4.428 -0.171 -0.536
C 1.757 2.863 -1.419
H 0.666 2.949 -1.585
H 2.142 2.215 -2.235
H 2.197 3.875 -1.539
C 0.870 -3.524 3.598
H 1.287 -3.496 4.613
C -0.344 -4.198 3.406
H -0.837 -4.685 4.248
C -0.926 -4.160 2.141
H -1.891 -4.611 1.935
C -0.214 -3.564 1.101
H -0.643 -3.406 0.115
C 1.082 -3.038 1.338
C 1.870 -2.378 0.309
H 2.866 -2.051 0.582
C 1.320 -0.990 -1.579
C 1.464 -3.168 -2.129
H 1.648 -4.177 -1.890
C 1.148 -2.479 -3.231
H 1.048 -2.823 -4.251
N 0.926 -1.160 -2.879
C 0.686 -0.004 -3.757
C 1.728 0.448 -4.587
C 1.528 1.552 -5.392
H 2.298 1.867 -6.113
C 0.335 2.281 -5.364
C 0.078 3.417 -6.310
H -0.469 4.230 -5.806
H -0.527 3.099 -7.179
H 1.035 3.803 -6.690
C -0.640 1.890 -4.438
H -1.583 2.453 -4.399
C -0.478 0.788 -3.618
C -1.521 0.458 -2.605
H -1.653 -0.622 -2.491
H -2.456 0.904 -2.960
H -1.320 0.922 -1.624
C 3.041 -0.268 -4.602
H 2.954 -1.192 -5.187
H 3.420 -0.514 -3.602
H 3.779 0.385 -5.087
C -4.856 1.532 1.874
C -3.450 2.022 1.715
O -2.906 0.938 0.796
P -1.600 -0.085 1.211
O -2.149 -1.467 0.557
C -3.599 -1.733 0.430
C -4.025 -2.186 1.790
O -1.120 -0.627 2.692
C -1.532 -1.246 4.053
C -2.188 -0.097 4.713
H -5.338 1.437 0.894
H -5.416 2.210 2.517
H -4.835 0.523 2.300
H -3.355 2.998 1.208
H -2.858 2.023 2.651
H -4.083 -0.795 0.117
H -3.627 -2.493 -0.356
H -3.843 -1.397 2.525
H -5.085 -2.437 1.772
H -3.408 -3.041 2.074
H -2.168 -2.113 3.892
H -0.662 -1.625 4.597
H -2.918 0.308 4.016
H -2.662 -0.428 5.635
H -1.449 0.686 4.896

***

(2)
100
Properties=species:S:1:pos:R:3 method="wB97M-V/def2-TZVPD" orbital_gap_ev=6.1631 total_charge=-2 homo_energy_ev=-2.60 e_above_lowest_kcal_mol=34.9 lumo_ev=3.57
K -0.394 -0.938 0.152
S 1.175 0.828 2.376
C 0.236 0.654 3.776
N 0.530 1.194 4.916
N -0.427 0.951 5.949
C -1.487 1.823 6.087
C -1.898 2.670 5.050
C -2.996 3.497 5.224
C -3.708 3.518 6.415
C -3.298 2.683 7.449
C -2.206 1.849 7.292
N -1.034 -0.073 3.715
N -0.983 -1.135 3.095
C -2.214 -1.872 3.125
C -3.155 -1.692 4.138
C -4.310 -2.453 4.134
C -4.534 -3.387 3.127
C -3.594 -3.564 2.125
C -2.423 -2.817 2.130
H 0.048 0.741 6.812
H -1.360 2.666 4.113
H -3.303 4.132 4.401
H -4.570 4.162 6.533
H -3.838 2.675 8.389
H -1.903 1.191 8.100
H -2.963 -0.953 4.904
H -5.047 -2.314 4.917
H -5.447 -3.971 3.125
H -3.756 -4.271 1.321
H -1.716 -2.971 1.323
C 3.270 -5.158 1.520
C 3.725 -3.831 2.120
S 2.632 -2.421 1.773
C 3.687 -1.332 0.800
C 4.091 -1.818 -0.587
S 2.710 -1.879 -1.771
C 2.562 -3.639 -2.158
C 2.154 -4.578 -1.029
S 3.597 -5.372 -0.243
H 2.208 -5.324 1.706
H 3.810 -5.973 2.008
H 4.734 -3.592 1.781
H 3.766 -3.938 3.207
H 4.576 -1.073 1.382
H 3.094 -0.417 0.724
H 4.547 -2.807 -0.545
H 4.840 -1.129 -0.987
H 3.480 -3.983 -2.642
H 1.783 -3.645 -2.923
H 1.512 -5.367 -1.423
H 1.584 -4.041 -0.276
Br -0.301 -5.286 -6.769
C -0.502 -4.005 -5.372
C -0.326 -2.664 -5.657
N -0.462 -1.723 -4.727
C -0.743 -2.108 -3.484
C -0.921 -3.441 -3.107
C -0.823 -4.411 -4.089
C -1.168 -3.832 -1.642
O -1.931 -4.782 -1.435
O -0.518 -3.124 -0.833
H -0.071 -2.341 -6.661
H -0.844 -1.318 -2.747
H -0.995 -5.450 -3.837
C 0.349 2.155 -5.774
Si 2.017 2.127 -4.917
C 2.696 0.383 -4.987
C 3.184 3.274 -5.863
C 1.905 2.728 -3.146
Te 0.191 1.954 -2.093
C 0.476 3.167 -0.355
Si -0.718 4.591 -0.188
C -0.633 5.698 -1.714
C -0.178 5.602 1.312
C -2.469 3.992 0.054
H 0.454 1.796 -6.802
H -0.075 3.161 -5.804
H -0.363 1.503 -5.264
H 2.880 0.081 -6.022
H 1.983 -0.323 -4.554
H 3.630 0.282 -4.431
H 3.249 2.985 -6.916
H 4.193 3.245 -5.444
H 2.834 4.308 -5.819
H 1.842 3.820 -3.129
H 2.809 2.435 -2.606
H 1.512 3.513 -0.404
H 0.405 2.504 0.510
H 0.328 6.215 -1.779
H -1.422 6.455 -1.685
H -0.765 5.105 -2.622
H 0.812 6.035 1.155
H -0.129 4.961 2.195
H -0.873 6.419 1.527
H -2.733 3.236 -0.689
H -3.176 4.824 -0.011
H -2.586 3.517 1.030
O -4.362 0.160 0.083
C -3.265 0.411 -0.352
N -2.189 0.662 -0.790

***

(3)
97
Properties=species:S:1:pos:R:3 method="wB97M-V/def2-TZVPD" orbital_gap_ev=5.1392 total_charge=+3 homo_energy_ev=-14.57 e_above_lowest_kcal_mol=39.5 lumo_ev=-9.43
Sn -0.371 -0.147 -0.128
C 1.315 -1.434 3.671
C -0.108 -0.964 3.608
N -0.764 -0.606 2.530
C -2.095 -0.375 2.822
C -2.418 -0.488 4.139
S -1.060 -0.960 5.034
C -3.062 -0.194 1.737
C -4.416 -0.271 1.838
S -5.137 -0.151 0.301
C -3.607 -0.014 -0.431
N -2.624 -0.028 0.438
C -3.414 0.078 -1.911
H 1.854 -1.155 2.763
H 1.335 -2.524 3.739
H 1.826 -1.053 4.555
H -3.380 -0.355 4.608
H -5.015 -0.403 2.725
H -4.286 0.502 -2.404
H -3.248 -0.919 -2.327
H -2.540 0.691 -2.142
C 2.992 -0.535 -1.404
P 3.121 0.401 0.121
C 4.355 -0.444 1.132
C 3.694 2.059 -0.249
C 4.513 2.563 -1.253
C 4.836 3.913 -1.185
C 4.349 4.729 -0.155
C 3.515 4.222 0.835
C 3.190 2.875 0.751
P 2.187 1.781 1.732
C 2.886 1.636 3.389
C 0.527 2.394 1.995
H 2.351 -0.024 -2.119
H 2.593 -1.522 -1.197
H 4.030 -0.596 -1.749
H 5.309 -0.361 0.608
H 4.082 -1.498 1.217
H 4.452 -0.024 2.123
H 4.903 1.943 -2.049
H 5.482 4.342 -1.939
H 4.621 5.776 -0.133
H 3.136 4.863 1.621
H 2.868 2.650 3.799
H 3.911 1.281 3.395
H 2.268 0.992 4.015
H 0.663 3.389 2.432
H 0.004 1.748 2.700
H -0.014 2.469 1.051
Br -2.579 -7.357 0.130
C -0.985 -6.397 0.385
C 0.188 -7.074 0.689
C 1.368 -6.362 0.871
C 1.375 -4.983 0.755
C 0.193 -4.313 0.450
C -0.995 -5.020 0.262
C 0.187 -2.847 0.310
O -0.922 -2.252 0.043
O 1.248 -2.177 0.462
H 0.178 -8.152 0.786
H 2.282 -6.895 1.102
H 2.290 -4.424 0.899
H -1.909 -4.494 0.023
C 0.066 1.318 -4.389
N -0.016 -0.108 -4.654
C -0.557 -0.462 -5.968
C 0.103 -0.987 -3.637
O -0.006 -0.572 -2.435
N 0.348 -2.275 -3.947
C 0.141 -3.319 -2.960
C 1.131 -2.683 -5.115
H 0.631 1.800 -5.187
H 0.566 1.483 -3.438
H -0.928 1.771 -4.349
H -1.386 0.210 -6.191
H -0.938 -1.478 -5.965
H 0.188 -0.357 -6.756
H -0.705 -3.079 -2.327
H 1.029 -3.465 -2.339
H -0.066 -4.253 -3.480
H 1.551 -1.820 -5.621
H 0.533 -3.259 -5.821
H 1.953 -3.313 -4.774
O -0.412 2.520 -0.942
S -1.082 3.382 -2.025
C -2.338 4.399 -1.183
C -1.873 5.858 -1.222
C -0.347 5.818 -1.215
C 0.017 4.794 -2.283
H -2.386 3.989 -0.173
H -3.295 4.236 -1.676
H -2.283 6.425 -0.387
H -2.223 6.333 -2.139
H 0.024 5.484 -0.242
H 0.090 6.793 -1.429
H 1.034 4.403 -2.242
H -0.184 5.172 -3.288